Entry from the Open Molecules 2025 dataset: a cluster of 3 separate species, C14H17NO4P in total (ωB97M-V/def2-TZVPD).

Output
Spin multiplicity: 1
HOMO energy: -12.192 eV
Charge: +1

The geometry in XYZ format:
```
37
C14H17NO4P | the Open Molecules 2025 dataset | ωB97M-V/def2-TZVPD
H 1.6342 -1.2705 -0.2462
H 2.9932 -3.7673 -2.0904
O 5.9956 2.2510 2.1139
O -3.3367 -1.2544 -1.2222
N 1.5225 -1.8109 -1.1352
C 0.7096 -3.0783 -0.9286
H 5.2503 0.7785 0.1090
H -1.1248 -1.7897 -0.1093
O 1.1173 2.4806 0.0117
H -3.2694 1.2679 -1.8312
H 1.8626 3.9531 2.0167
C 2.6239 3.2827 1.6362
C -3.9521 1.0120 -1.0302
C 3.2630 1.5081 -0.0395
H 1.2718 -3.6887 -0.0730
C -4.6991 1.9308 -0.4103
C -4.0193 -0.4138 -0.6529
H -4.9799 -1.8353 0.7028
H 3.9470 -2.5509 -0.2876
H 4.1477 3.8425 3.0027
C -5.6224 1.5590 0.6798
H -4.6618 2.9805 -0.6760
H -1.4794 -2.9982 -1.5918
C 4.4890 1.4489 0.4894
C -0.8724 -2.8310 -0.5789
C -4.9426 -0.7856 0.4372
C 3.8499 3.2235 2.1652
C 2.2398 2.4285 0.4951
C -5.6895 0.1332 1.0571
P 3.1889 -2.4325 -1.5090
O -6.3050 2.3996 1.2491
H 3.8335 -1.6512 -2.5390
H 0.7675 -3.6702 -1.9608
H 2.9652 0.8891 -0.8771
H -1.2190 -3.7210 0.1347
C 4.8730 2.3031 1.6305
H -6.3723 -0.1227 1.8581
```

***

Entry from the Open Molecules 2025 dataset: the ion C2H3N2O2 with charge -1 (ωB97M-V/def2-TZVPD).

Output
Spin multiplicity: 1
SMILES: CON([O-])C#N
Energy relative to the best compared isomer or geometry (same formula, charge and spin): 80.8 kcal per mole
HOMO energy: -3.109 eV
Charge: -1

The geometry in XYZ format:
```
9
C2H3N2O2 | the Open Molecules 2025 dataset | ωB97M-V/def2-TZVPD
C 1.5913 -0.8114 0.5156
O 1.1623 1.1161 -0.5403
H -1.9033 1.0109 -0.0987
H -0.6478 0.5004 -1.2021
N 2.1145 -1.8151 0.6935
O -0.4682 0.1951 0.8502
N 1.1010 0.4224 0.5445
C -1.1997 0.2224 -0.2905
H -1.7501 -0.8407 -0.4722
```

***

Entry from the Open Molecules 2025 dataset: a cluster of 9 separate species, C21H59NO12 in total (ωB97M-V/def2-TZVPD).

Output
Spin multiplicity: 1
SMILES: CCOCCONC(=O)O.CCO.CCO.CCO.CCO.CCO.CCO.CCO.CCO
Energy relative to the best compared isomer or geometry (same formula, charge and spin): 82.1 kcal per mole
HOMO energy: -9.669 eV

The geometry in XYZ format:
```
93
C21H59NO12 | the Open Molecules 2025 dataset | ωB97M-V/def2-TZVPD
C -4.5987 -0.1706 0.0846
O -6.3858 -3.7911 0.7805
H 8.4185 -4.5650 2.1440
H -3.0007 1.2223 0.5078
H -2.7414 7.0547 -4.2796
H -4.3430 -2.3590 4.9510
C 6.4402 -4.5365 1.3743
O -0.1587 6.6703 -2.2691
C 7.8401 -3.9251 1.4674
H -4.6657 -0.6776 5.4158
O 3.4405 -1.7761 1.2469
H -0.1351 0.5010 -0.2672
C -4.5483 -1.3580 4.5685
H 0.2008 4.7011 -2.6381
H 7.2989 0.9934 5.3527
O 1.4773 0.9177 0.9441
H -2.4787 -0.8601 4.1845
H -1.1702 5.5488 -0.0310
O 5.4278 -3.5192 1.4310
C -3.0375 6.0726 -4.6452
H 4.0095 -1.2099 0.7044
H 0.0166 -0.6192 2.5861
H 5.9486 -0.9944 4.6108
H 7.9468 1.1577 3.7276
H -7.9992 -4.8388 0.0996
H 10.0465 -3.6585 -0.9177
O -5.3434 -0.6336 -1.0463
H 0.3742 -1.5294 1.1278
C 10.3150 -2.4814 0.8409
C 6.8152 -0.6511 4.0373
C 3.3456 -2.9840 0.6160
H -0.8572 3.8715 -0.5179
H -2.5128 5.3133 -4.0558
H 11.2016 -2.1364 0.2989
C -1.0446 4.8817 -0.8876
H -0.4835 1.4118 1.2124
C 0.0918 5.3565 -1.7746
H 6.2810 -5.2431 2.1961
C -3.4353 -0.8854 3.6527
O 8.3622 -3.8553 0.1522
O -3.7161 0.4194 3.1474
H -5.9461 1.2164 -2.2811
H 6.6160 -0.8237 2.9799
H 5.0031 -3.2997 -0.4973
H -6.4332 3.2475 -3.6481
H 7.7142 -2.9130 1.8685
H -3.0188 4.9558 -6.4947
C 9.7652 -3.7354 0.1353
C -6.1866 1.1288 -3.3351
O 2.3257 -3.4080 0.3180
H -3.2350 6.6877 -6.7025
H -4.6891 5.0579 -4.7389
H -1.6321 6.0452 -6.2916
H -3.3349 -1.5554 2.7994
H -5.5821 -4.3492 -1.7191
H -7.2442 0.8783 -3.4354
H -3.7945 1.0132 3.9022
O -4.4367 5.9356 -4.4271
H 1.9893 0.1919 0.5714
H -6.0892 2.3373 -5.1286
H 6.2169 1.4283 4.0163
C -6.3887 -4.9736 -1.3262
C -3.5700 0.8568 -0.3479
O 7.9478 -1.4435 4.3909
H -3.9659 2.0093 -4.2820
H -5.9244 -5.8464 -0.8650
H -4.7176 -1.0287 -1.6639
H -0.2457 7.2575 -1.5102
N 4.5534 -3.6915 0.3346
H 8.1215 -1.3042 5.3283
H -7.0105 -5.3051 -2.1600
H -5.6943 -3.2258 0.4170
C -0.2237 -0.7059 1.5254
H 6.3148 -5.0876 0.4417
H -5.4993 -1.3742 4.0344
H 10.2936 -4.6169 0.5277
H -5.3006 0.2676 0.7907
H -1.2811 -0.9598 1.4238
C -7.2081 -4.2076 -0.3038
C 0.0976 0.5873 0.8000
H -5.5920 0.3017 -3.7326
H -4.1160 -1.0284 0.5658
H -2.8737 0.4278 -1.0749
C 7.0789 0.8205 4.2963
O -4.4731 2.7384 -3.9081
H 9.6136 -1.6440 0.8444
H -1.9861 4.8856 -1.4393
H 10.6523 -2.6731 1.8619
H -4.0574 1.7034 -0.8341
H -7.6705 -3.3252 -0.7579
H 1.0370 5.3591 -1.2219
C -2.7044 5.9333 -6.1194
C -5.8584 2.4188 -4.0606
```

***

Entry from the Open Molecules 2025 dataset: a structure of composition C3H5NO2S (ωB97M-V/def2-TZVPD).

Output
Spin multiplicity: 1
Energy relative to the best compared isomer or geometry (same formula, charge and spin): 119.9 kcal per mole
HOMO energy: -9.387 eV

The geometry in XYZ format:
```
12
C3H5NO2S | the Open Molecules 2025 dataset | ωB97M-V/def2-TZVPD
C -0.2759 -0.8042 -1.0420
N 0.4131 -0.0549 1.0267
H -1.1826 -0.2294 -1.5189
S 0.5579 1.8140 -0.9103
O -1.3116 -2.3816 0.6132
O 0.6577 0.9795 1.9558
C -0.7882 -2.1190 -0.6149
C 0.1741 0.4772 -0.1699
H 0.4581 -0.7168 -1.8507
H -0.8805 -2.8445 -1.5179
H 0.1630 -0.9366 1.2864
H 0.1945 1.9806 1.3873
```

***

Entry from the Open Molecules 2025 dataset: a cluster of 12 separate species, C36H78F5O43P7 in total (ωB97M-V/def2-TZVPD).

Output
Spin multiplicity: 1
SMILES: O=C1OC[C@@H](F)O1.O=C1OC[C@@H](F)O1.O=C1OC[C@@H](F)O1.O=C1OC[C@@H](F)O1.O=C1OC[C@@H](F)O1.COP(=O)(OC)OC.COP(=O)(OC)OC.COP(=O)(OC)OC.COP(=O)(OC)OC.COP(=O)(OC)OC.COP(=O)(OC)OC.COP(=O)(OC)OC
Energy relative to the best compared isomer or geometry (same formula, charge and spin): 214.5 kcal per mole
HOMO energy: -10.350 eV

The geometry in XYZ format:
```
169
C36H78F5O43P7 | the Open Molecules 2025 dataset | ωB97M-V/def2-TZVPD
P 0.2398 8.3136 -4.7175
C 2.9634 6.3339 9.6029
H 8.2549 2.7398 -10.0082
C 7.2321 1.1408 7.9092
H -0.6665 -0.3248 -2.5694
H -8.9957 -8.3834 5.2941
O 5.4874 1.7724 -9.8062
H -7.5203 -3.9377 -3.4812
C 5.9366 1.5742 -11.1401
H 2.9546 6.4962 -3.9923
H -2.8720 7.8207 -5.2632
H 9.1068 3.1951 -8.4646
C 8.2777 2.6549 -8.9218
H -9.1507 -8.1666 -1.3030
F -0.2050 -3.5937 -10.5944
O -0.4438 0.0916 1.2590
P -7.3990 -6.7915 6.5498
P 5.6828 3.1107 -8.9398
O 1.3311 8.9455 -5.7404
O -4.1345 3.4050 1.6600
H -0.4402 5.8878 1.4872
F 3.9979 -8.0737 -1.5446
H -8.0628 -8.9111 -0.2126
H 8.5956 1.6261 -8.7530
O -0.9153 7.5306 -5.5712
P -7.3013 -6.3354 -2.3948
H -2.0335 3.7312 -0.4972
H 1.2355 7.7609 -7.4014
H 1.4469 -8.5147 -0.8679
C -1.4891 6.1706 1.3976
O 0.9986 7.0087 -4.0874
H -8.8566 -7.3098 0.1845
O -2.1626 -1.8651 1.7121
O -6.8059 -4.9022 -1.7821
H 9.3170 5.0163 -3.8810
C 5.2995 -1.4927 9.9618
H 2.6195 7.3835 -6.3099
O -7.2462 -7.3669 -1.1258
O -6.6818 -7.3316 5.3803
H -9.9799 -4.8500 5.6479
O 0.1990 -0.0282 10.1740
H -4.4297 -6.0977 -2.0063
C 2.0154 -6.5488 -3.3608
H 4.2648 -2.5314 5.1434
C -8.3773 -7.9312 -0.5719
H -3.5669 -3.4081 2.0694
H 1.3583 0.2576 0.1048
C -7.2184 -3.7513 -2.4506
F 2.0532 6.1078 10.5388
H -2.3222 -1.0835 -10.3965
C -0.3980 -0.6202 9.2181
C 7.7418 3.8223 -1.5593
H 5.6644 -1.3186 10.9740
H 4.9643 -0.5297 9.5766
H -8.7279 -9.7416 6.4305
C -2.8986 4.0602 -1.0729
H -5.7296 2.2829 1.1050
H 2.8180 8.1181 8.2979
H -6.4985 -2.9360 -2.3798
H 3.9028 6.7737 9.9378
P -0.8810 -1.4062 0.7397
H 8.2187 0.6774 7.9202
C -2.1297 8.1361 -5.9964
O 2.8434 3.9802 7.1243
O -6.5561 -6.6525 7.9127
C 1.7144 -7.6117 -1.4166
H 6.7813 0.8856 -11.1218
C -0.9124 -1.2227 -2.0026
H 5.1393 1.0043 -11.6173
H 0.7668 1.7324 0.8534
C -0.0041 -0.8626 -11.7403
O -4.5064 5.9428 1.9660
O 2.9364 -6.1479 -2.5705
O -3.7267 4.8699 -0.3108
C -5.4857 3.0237 1.8664
H 1.3930 7.4405 8.8879
H -0.0154 -1.8383 -1.9353
C 2.2414 7.1261 -3.4607
H 3.2391 -6.5699 -0.4839
O 0.2491 -1.3878 8.3458
H 7.0821 1.6590 8.8563
H -6.7371 -6.3692 9.9656
O 7.8040 -1.8775 6.9099
H 2.6896 8.1063 -3.6232
H -2.5309 -2.6661 -11.1523
H -2.1496 9.2259 -5.9958
H -1.5530 6.4222 0.3389
C -1.8096 -1.8768 -10.9407
H -0.7073 -2.4686 -9.1191
O -8.0980 -5.3612 6.2857
H -10.2302 -8.7220 6.3995
C 1.9766 8.1663 -6.7124
H -9.0148 -5.8290 4.4421
P -3.6923 4.9374 1.3137
H -5.4644 2.5530 2.8493
H -2.6149 4.7105 -1.9003
C 2.3508 7.1465 8.4587
O 0.5938 -0.0140 -12.3673
H 6.1293 2.4997 -11.6827
H -1.8126 6.9781 2.0544
H -2.6259 7.7326 -6.8791
C 9.2784 4.8395 -2.8061
H -0.6768 -3.1005 7.7566
H 9.7341 2.8957 -3.5212
H 7.1343 1.7932 7.0415
H -6.9948 -4.9203 8.9880
C -4.7589 -6.6905 -2.8597
C 3.1802 2.7567 -8.1892
O -8.5990 -6.3543 -3.1740
O -1.6504 -0.6261 9.0212
O -1.5463 -1.0044 -0.7239
P 6.5698 -1.4547 7.5866
O 6.2548 0.1060 7.6522
H 2.9922 2.4894 -9.2291
C -7.1822 -5.9926 9.0446
H -8.7365 -4.1313 4.6338
C -0.7016 -2.0385 7.5122
C 2.8838 5.0289 7.7602
H -4.4865 -7.7428 -2.7787
F -2.9524 -2.1158 8.0178
H 4.4402 -2.1632 9.9610
O -8.6022 -7.7119 7.0795
H -2.1817 -3.3727 3.0832
O -0.2423 9.2636 -3.6820
O 6.8769 3.7553 -0.7377
H 2.6942 3.7056 -7.9623
H -3.3914 3.2059 -1.5368
O 1.3409 -7.5631 -2.8428
O 7.0663 2.8642 -8.2231
O 5.6199 4.3666 -9.8082
O 5.1818 -2.1764 6.9907
H 2.1775 6.7475 -2.4406
H -0.6170 -1.8962 6.4348
C -0.5293 -2.3720 -10.1901
H -8.2665 -6.0906 8.9915
H 1.0147 -6.8985 -0.9808
H 2.4966 8.7109 -7.5004
H 2.6742 1.9625 -7.6403
H 5.3330 -1.1434 5.2636
C 0.8417 0.6523 0.9796
O 0.3130 -1.3203 -10.5663
H 10.0283 5.4564 -2.3108
O 6.4276 -1.8876 9.1508
H -8.0959 -3.3566 -1.9384
C 3.1390 -7.0680 -1.4483
O 4.5571 2.9369 -7.7975
O 7.9930 4.9671 -2.2236
O 0.1581 -2.4791 0.7112
H -1.9821 -3.9071 1.4111
H -6.2089 3.8388 1.8958
C 4.5859 -1.7255 5.8033
C -9.1438 -8.7410 6.3130
O -2.1624 5.0231 1.6452
F 10.8414 3.3609 -1.9795
H 3.8357 -0.9713 6.0408
O 8.7174 2.9002 -1.7732
O 1.7528 -6.0959 -4.4762
H 1.5428 0.4297 1.7839
O -1.1939 -1.2948 -12.0883
C -2.4980 -3.1951 2.0553
H -2.1781 -0.5973 6.9936
C 9.7192 3.4293 -2.5709
O 3.3501 5.1171 8.9655
H -4.2684 -6.2943 -3.7488
O -6.0637 -6.8255 -3.3243
C -1.9717 -1.2919 7.8079
H -1.5838 -1.6878 -2.7245
O 2.4087 6.1990 7.3271
C -9.0100 -5.0311 5.1847
```

***

Entry from the Open Molecules 2025 dataset: an isolated molecule of C4H7NO (ωB97M-V/def2-TZVPD).

Output
Spin multiplicity: 1
SMILES: CCCN=C=O
Energy relative to the best compared isomer or geometry (same formula, charge and spin): 13.0 kcal per mole
HOMO energy: -10.215 eV

The geometry in XYZ format:
```
13
C4H7NO | the Open Molecules 2025 dataset | ωB97M-V/def2-TZVPD
H -0.7892 0.0443 -1.8502
H 0.8974 -1.7488 -1.4447
H 0.9807 -1.2957 0.2556
C -0.1377 0.0854 -0.9737
H -1.2895 1.7204 -0.1414
C 0.3357 -1.3180 -0.6191
N -0.1786 0.8948 1.3573
H 0.7226 0.7124 -1.2231
C -0.9281 0.7329 0.1665
O 1.8105 1.0540 2.5729
H -0.5124 -1.9615 -0.4017
H -1.7944 0.1144 0.4212
C 0.8828 0.9654 1.8802
```

***

Q: Among the records above, which one has the lowest HOMO energy?
A: C14H17NO4P